Computed, not measured: C17H14N2O5S in the gas phase, with ωB97M-V/def2-TZVPD.

Element x y z (Å)
C1 0.803 4.457 -1.000
H1 0.834 5.275 -0.275
O1 1.166 3.230 -0.409
C2 2.388 3.125 0.194
C3 3.354 4.115 0.159
C4 4.563 3.909 0.808
C5 4.815 2.730 1.463
C6 3.850 1.713 1.514
C7 2.616 1.915 0.887
C8 1.451 0.987 1.016
O2 0.955 0.664 2.063
N1 0.982 0.555 -0.218
C9 -0.116 -0.230 -0.408
N2 -0.715 -0.935 0.465
C10 -1.775 -1.616 -0.053
C11 -2.612 -2.461 0.684
C12 -3.623 -3.065 -0.015
C13 -3.822 -2.861 -1.390
C14 -3.017 -2.039 -2.138
C15 -1.987 -1.418 -1.437
S1 -0.794 -0.322 -2.064
H2 -3.174 -1.885 -3.191
O3 -4.901 -3.593 -1.805
C16 -5.380 -4.264 -0.659
O4 -4.577 -3.929 0.450
H3 -5.342 -5.352 -0.828
H4 -6.422 -3.963 -0.466
H5 -2.456 -2.611 1.737
H6 1.354 1.006 -1.041
O5 4.280 0.602 2.146
C17 3.530 -0.590 2.189
H7 2.672 -0.509 2.861
H8 4.220 -1.346 2.563
H9 3.177 -0.880 1.195
H10 5.755 2.549 1.958
H11 5.314 4.684 0.787
H12 3.179 5.044 -0.356
H13 1.446 4.697 -1.853
H14 -0.219 4.319 -1.347

Summary:
Molar mass, g mol⁻¹: 358.37
Orbital gap, eV: 8.1
ΔE to the lowest compared entry with this formula, charge and spin, eV: 0.263
SMILES: COc1cccc(OC)c1C(=O)Nc1nc2cc3c(cc2s1)OCO3
Calculated total energy, eV: -41908.227
Lowest unoccupied orbital energy, eV: 0.48

=====

Computed, not measured: 2 unconnected molecules or ions with the total composition C10H16, with ωB97M-V/def2-TZVPD.

Element x y z (Å)
C1 -2.499 -0.472 1.492
C2 0.498 1.694 0.950
C3 0.193 2.172 -0.373
C4 -0.464 0.976 1.509
C5 -1.779 0.716 0.958
C6 -1.124 2.143 -0.825
C7 -2.112 1.357 -0.172
H1 1.249 2.167 1.583
H2 1.047 2.837 -0.821
H3 -0.414 0.778 2.628
H4 -1.293 2.725 -1.692
H5 -3.496 -0.297 1.908
H6 -2.086 -0.908 2.417
H7 -3.073 1.466 -0.625
H8 -2.778 -1.122 0.566
C8 2.026 -1.687 -1.174
C9 3.029 -2.235 -0.104
C10 1.195 -2.814 -1.801
H9 1.494 -0.848 -0.915
H10 2.762 -1.219 -1.904
H11 2.675 -3.087 0.436
H12 1.112 -2.643 -2.971
H13 1.691 -3.794 -1.907
H14 0.198 -2.891 -1.443
H15 3.829 -2.649 -0.762
H16 3.308 -1.623 0.743

Summary:
Molar mass, g mol⁻¹: 136.24
Orbital gap, eV: 9.8
ΔE to the lowest compared entry with this formula, charge and spin, eV: 2.577
SMILES: Cc1ccccc1.CCC
Calculated total energy, eV: -10627.167
Lowest unoccupied orbital energy, eV: 0.94

=====

What is the orbital gap in the first record? 8.1 eV